i) This record from the Open Molecules 2025 dataset describes C42H34Br4N2O3P2ReS3 as an isolated structure. The level of theory is the ωB97M-V functional and the def2-TZVPD basis.

Properties
M = 1278.72 g/mol
Spin multiplicity = 4
Total charge = 0

```
91
C42H34Br4N2O3P2ReS3 | the Open Molecules 2025 dataset | the ωB97M-V functional and the def2-TZVPD basis
Re -0.1105 1.4649 -1.0030
S 1.3581 -0.0201 -2.1887
P 2.2046 -0.0904 -0.2885
C 1.0031 0.7473 0.5547
P 0.2455 0.0764 1.9849
S -1.0343 -1.3874 1.6644
C 1.6208 -0.4502 3.0647
C 1.7027 -1.7481 3.5514
C 2.7773 -2.1246 4.3516
C 3.7711 -1.2077 4.6645
C 3.6908 0.0957 4.1844
C 2.6172 0.4719 3.3914
C -0.5058 1.4400 2.9144
C -0.1019 2.7587 2.7397
C -0.6981 3.7754 3.4809
C -1.7021 3.4761 4.3882
C -2.1076 2.1572 4.5667
C -1.5126 1.1427 3.8345
C 3.7687 0.8006 -0.4039
C 3.9483 1.9594 0.3403
C 5.1421 2.6669 0.2438
C 6.1473 2.2180 -0.5984
C 5.9666 1.0614 -1.3522
C 4.7804 0.3539 -1.2561
C 2.6421 -1.7673 0.1886
C 1.7287 -2.7916 -0.0630
C 2.0009 -4.0799 0.3701
C 3.1787 -4.3460 1.0579
C 4.0858 -3.3273 1.3174
C 3.8204 -2.0355 0.8853
H 0.9244 -2.4545 3.2872
H 2.8393 -3.1406 4.7258
H 4.6065 -1.5037 5.2893
H 4.4603 0.8178 4.4334
H 2.5478 1.4915 3.0247
H 0.6632 2.9938 2.0088
H -0.3882 4.8036 3.3304
H -2.1786 4.2715 4.9498
H -2.9006 1.9234 5.2686
H -1.8485 0.1176 3.9436
H 3.1404 2.3114 0.9717
H 5.2794 3.5724 0.8219
H 7.0744 2.7725 -0.6770
H 6.7505 0.7172 -2.0161
H 4.6383 -0.5469 -1.8444
H 0.8027 -2.5669 -0.5798
H 1.2910 -4.8752 0.1797
H 3.3884 -5.3536 1.3983
H 4.9966 -3.5353 1.8657
H 4.5212 -1.2382 1.1021
Br -5.2852 4.8568 2.0999
C -3.6554 4.4478 1.2499
C -2.6749 5.4213 1.0721
Br -2.9327 7.1760 1.7082
C -1.4680 5.0920 0.4420
Br -0.0513 6.3069 0.2039
C -1.2527 3.7984 0.0199
O -0.0962 3.3585 -0.5288
C -2.2212 2.8291 0.2126
O -1.8789 1.5852 -0.1962
C -3.4250 3.1404 0.8032
Br -4.6686 1.7406 0.9637
C -1.0139 -3.0921 -4.7204
C -1.8316 -2.1877 -5.6414
C -2.7378 -1.2441 -4.8677
N -1.9071 -0.2394 -4.1802
C -2.2670 0.7683 -3.4113
S -1.1959 2.1187 -3.2203
N -3.4718 0.8222 -2.8153
C -4.4707 -0.1618 -2.5104
O -5.6187 0.1894 -2.5091
C -4.0198 -1.5272 -2.1488
C -2.7851 -1.7563 -1.5564
C -2.4060 -3.0569 -1.2528
C -3.2566 -4.1137 -1.5454
C -4.5051 -3.8773 -2.1173
C -4.8927 -2.5818 -2.4090
H -0.3567 -3.7478 -5.2944
H -1.6730 -3.7169 -4.1108
H -0.3871 -2.5131 -4.0343
H -2.4602 -2.7862 -6.3022
H -1.1714 -1.6040 -6.2933
H -3.3063 -1.8182 -4.1443
H -3.4371 -0.7240 -5.5243
H -0.9619 -0.1408 -4.5174
H -3.7154 1.7359 -2.4603
H -2.1336 -0.9342 -1.2853
H -1.4545 -3.2348 -0.7633
H -2.9553 -5.1275 -1.3093
H -5.1744 -4.7025 -2.3276
H -5.8598 -2.3676 -2.8474
```

Results of the Mulliken charge analysis, in e, for atoms 1 through 6:
1. Re 0.503
2. S -0.669
3. P 1.449
4. C -0.262
5. P 1.757
6. S -0.514

ii) This record from the Open Molecules 2025 dataset describes C42H34Br4N2O3P2ReS3 as an isolated structure. The level of theory is the ωB97M-V functional and the def2-TZVPD basis.

Properties
M = 1278.72 g/mol
Spin multiplicity = 4
Total charge = 0

```
91
C42H34Br4N2O3P2ReS3 | the Open Molecules 2025 dataset | the ωB97M-V functional and the def2-TZVPD basis
Re 0.0113 -0.0914 -0.0602
S -0.1487 1.8293 -1.6046
P -0.7275 2.7603 0.1076
C -0.7493 1.4614 1.2106
P 0.3542 1.2280 2.4775
S 1.9046 0.2696 1.5252
C -0.3331 0.1359 3.7482
C 0.1615 -1.1318 4.0100
C -0.4158 -1.9022 5.0119
C -1.4827 -1.4109 5.7432
C -1.9848 -0.1417 5.4750
C -1.4121 0.6279 4.4812
C 0.9882 2.5865 3.5001
C 2.1209 2.3118 4.2629
C 2.6559 3.2833 5.0889
C 2.0572 4.5346 5.1696
C 0.9193 4.8057 4.4283
C 0.3865 3.8324 3.5959
C 0.3742 4.1820 0.3526
C -0.0944 5.4932 0.2977
C 0.7868 6.5540 0.4535
C 2.1374 6.3125 0.6524
C 2.6134 5.0096 0.6818
C 1.7375 3.9515 0.5331
C -2.3780 3.4921 -0.0699
C -3.0417 3.4804 -1.2888
C -4.3316 3.9886 -1.3861
C -4.9592 4.5050 -0.2660
C -4.3031 4.5084 0.9597
C -3.0224 3.9971 1.0587
H 0.9736 -1.5275 3.4154
H -0.0359 -2.8959 5.2060
H -1.9326 -2.0165 6.5184
H -2.8252 0.2416 6.0378
H -1.8127 1.6125 4.2663
H 2.5917 1.3370 4.2048
H 3.5396 3.0648 5.6724
H 2.4780 5.2941 5.8135
H 0.4457 5.7760 4.4879
H -0.4985 4.0606 3.0187
H -1.1445 5.6930 0.1376
H 0.4162 7.5691 0.4123
H 2.8228 7.1409 0.7707
H 3.6682 4.8135 0.8105
H 2.1192 2.9389 0.5542
H -2.5544 3.0623 -2.1595
H -4.8445 3.9708 -2.3374
H -5.9654 4.8948 -0.3396
H -4.7962 4.8997 1.8389
H -2.5309 3.9782 2.0245
Br -3.9323 -5.3891 -2.1125
C -2.7936 -4.2727 -1.1110
C -2.1985 -4.7344 0.0602
Br -2.5210 -6.4873 0.6693
C -1.3546 -3.8984 0.7969
Br -0.4751 -4.4693 2.3612
C -1.1195 -2.6062 0.3642
O -0.3273 -1.7333 1.0000
C -1.7140 -2.1435 -0.8249
O -1.4073 -0.8961 -1.1877
C -2.5443 -2.9745 -1.5596
Br -3.2818 -2.2743 -3.1429
C 4.5384 -3.7184 -1.6230
C 4.6812 -3.3762 -3.0993
C 3.5998 -2.4285 -3.6000
N 3.6949 -1.1224 -2.9593
C 2.8622 -0.6286 -2.0547
S 1.5682 -1.5487 -1.4691
N 3.0941 0.6335 -1.5807
C 3.8057 1.7133 -2.1121
O 4.1374 2.6129 -1.3803
C 4.0170 1.7685 -3.5875
C 2.9473 1.5743 -4.4565
C 3.1498 1.6805 -5.8222
C 4.4184 1.9599 -6.3161
C 5.4819 2.1538 -5.4469
C 5.2809 2.0734 -4.0765
H 5.2829 -4.4543 -1.3213
H 3.5507 -4.1266 -1.4075
H 4.6701 -2.8378 -0.9930
H 4.6324 -4.2827 -3.7072
H 5.6630 -2.9327 -3.2922
H 2.6059 -2.8252 -3.3957
H 3.6830 -2.2689 -4.6774
H 4.4927 -0.5601 -3.2151
H 2.6570 0.8481 -0.6828
H 1.9648 1.3478 -4.0615
H 2.3201 1.5449 -6.5017
H 4.5754 2.0335 -7.3834
H 6.4659 2.3799 -5.8347
H 6.0925 2.2515 -3.3841
```

Results of the Mulliken charge analysis, in e, for atoms 1 through 6:
1. Re 1.440
2. S -0.840
3. P 2.121
4. C -1.368
5. P 0.759
6. S -0.523

Which of them is most stable, and which least? Most stable: ii); least stable: i).